# 1
{"formula": "C4H5FINO", "method": "ωB97M-V/def2-TZVPD", "largest_force_ev_per_a": 5.2, "spin_multiplicity": 1, "homo_lumo_gap_ev": [8.54, 8.54], "e_lumo_ev": [-0.15, -0.15], "smiles": "C=C=[N+]([O-])[C@](C)(F)I", "species": ["C", "C", "N", "O", "C", "C", "F", "I", "H", "H", "H", "H", "H"], "xyz": [[-2.232504, -0.461017, -2.589485], [-1.315956, -0.144086, -1.764094], [-0.490729, -0.214155, -0.719534], [-0.574201, -1.088152, 0.183759], [0.662486, 0.880628, -0.568672], [0.306186, 1.898187, 0.487864], [0.724088, 1.375782, -1.810597], [2.602253, -0.018019, 0.051218], [-3.188375, 0.099493, -2.582270], [-2.220330, -1.225272, -3.378601], [-0.692877, 2.224929, 0.054424], [0.159203, 1.430324, 1.437325], [1.082972, 2.603282, 0.497451]], "atomic_forces_ev_per_a": [[-2.1989, 0.1503, -1.5300], [3.3328, -0.2699, 4.0010], [-0.2760, 0.8743, -2.3781], [-0.2104, 0.0982, 0.4425], [-0.4530, -2.0168, 0.2505], [-2.4761, -1.0997, -2.2815], [0.4480, 0.6723, -0.0570], [-1.0345, 0.0849, -0.6038], [0.5289, -0.2817, 0.1639], [0.5973, 0.2821, 0.3546], [1.1045, 0.5270, 1.0157], [-0.0340, -0.3233, 0.4952], [0.6714, 1.3024, 0.1269]], "nbo_charge": [-0.422, 0.220, 0.014, -0.517, 0.459, -0.688, -0.340, 0.090, 0.227, 0.235, 0.227, 0.256, 0.240]}

---

# 2
{"formula": "C40H46FGaN6O5", "method": "ωB97M-V/def2-TZVPD", "largest_force_ev_per_a": 0.9, "spin_multiplicity": 1, "homo_lumo_gap_ev": 7.16, "e_lumo_ev": -0.52, "species": ["Ga", "C", "C", "C", "C", "C", "C", "C", "C", "C", "C", "N", "C", "C", "C", "C", "C", "N", "H", "H", "H", "H", "H", "H", "H", "H", "H", "H", "H", "H", "H", "H", "H", "H", "H", "C", "C", "C", "C", "C", "C", "C", "C", "N", "H", "H", "H", "H", "H", "H", "F", "C", "C", "N", "C", "C", "O", "O", "C", "O", "N", "C", "O", "H", "H", "H", "H", "C", "C", "O", "H", "H", "H", "H", "H", "H", "C", "N", "C", "C", "C", "C", "C", "C", "C", "C", "H", "H", "H", "H", "H", "H", "H", "H", "H", "H", "H", "H", "H"], "xyz": [[0.740607, 0.450630, -0.290722], [2.830742, -5.139112, -0.052300], [1.454453, -4.486530, -0.216105], [0.713879, -4.337501, 1.092834], [0.119310, -5.474256, 1.631683], [-0.562368, -5.426165, 2.833122], [-0.654849, -4.219598, 3.504571], [-0.099628, -3.055964, 2.986831], [-0.311277, -1.774952, 3.750641], [-1.699864, -1.191211, 3.475817], [0.595109, -3.119340, 1.777773], [1.161340, -1.953366, 1.170875], [2.439556, -1.956324, 1.144765], [3.209756, -1.077052, 0.314552], [4.584971, -1.075616, 0.122917], [4.834196, -0.225649, -0.963773], [3.597326, 0.237667, -1.388691], [2.603051, -0.269571, -0.623166], [3.356400, -5.182040, -1.007160], [2.728423, -6.157454, 0.325584], [3.454294, -4.589869, 0.653610], [0.859507, -5.122849, -0.870877], [1.563570, -3.524865, -0.719265], [0.196716, -6.410072, 1.088368], [-1.022426, -6.317990, 3.238505], [-1.186868, -4.165362, 4.448330], [0.470849, -1.052562, 3.506352], [-0.222077, -1.996225, 4.816743], [-1.778126, -0.839926, 2.445859], [-1.927386, -0.364094, 4.151540], [-2.462105, -1.958902, 3.613577], [3.000821, -2.699235, 1.717580], [5.305105, -1.632187, 0.702652], [5.789083, 0.004624, -1.407654], [3.377690, 0.876538, -2.230263], [1.309027, 1.383828, 1.431062], [0.604129, 2.471769, 2.153776], [-0.416823, 2.204273, 3.068104], [-1.052231, 3.210110, 3.767814], [-0.674412, 4.540018, 3.584428], [0.366651, 4.834992, 2.709637], [0.988614, 3.811956, 2.015397], [-1.322342, 5.594982, 4.314981], [-1.842831, 6.438450, 4.897502], [1.423430, 0.513160, 2.077698], [2.320103, 1.705336, 1.165250], [-0.708199, 1.178190, 3.231076], [-1.845410, 2.973671, 4.465043], [0.699328, 5.860518, 2.605773], [1.855804, 4.046278, 1.405867], [-0.348496, -5.767133, -3.056227], [-1.475648, -5.112790, -2.757570], [-1.469585, -3.806338, -2.489831], [-2.622127, -3.111044, -2.201876], [-2.552422, -1.689512, -1.913327], [-1.756137, -1.400872, -0.631264], [-1.985334, -2.037555, 0.365017], [-0.917352, -0.404121, -0.766929], [-3.855063, -3.735732, -2.165004], [-4.896457, -3.157227, -1.949070], [-3.808229, -5.095461, -2.412513], [-2.708466, -5.889946, -2.724029], [-2.811877, -7.074931, -2.931580], [-0.548466, -3.238196, -2.486232], [-3.578602, -1.373112, -1.731708], [-2.157711, -1.145918, -2.771376], [-4.700019, -5.568292, -2.373203], [-3.446045, 3.473244, 1.176813], [-3.279778, 2.452968, 0.057661], [-1.906648, 2.060786, -0.024445], [-4.129136, 4.274271, 0.893521], [-2.477577, 3.914539, 1.415530], [-3.823294, 3.015506, 2.090333], [-3.600892, 2.877795, -0.900894], [-3.900896, 1.573483, 0.244609], [-1.872525, 1.178985, -0.426016], [-0.368467, 4.454226, -0.982817], [1.080355, 4.765805, -1.146407], [1.283073, 5.792489, -2.200921], [1.920457, 3.502440, -1.340195], [1.444090, 2.619573, -2.452437], [1.728046, 2.980566, -3.772638], [1.270428, 2.210836, -4.826469], [0.544939, 1.062014, -4.542496], [0.321973, 0.686743, -3.225529], [0.754779, 1.442184, -2.126619], [-0.918997, 5.391272, -0.937641], [-0.503660, 3.867639, -0.079885], [-0.682054, 3.853642, -1.831748], [1.401062, 5.163702, -0.263515], [0.806468, 5.448230, -3.113370], [2.347691, 5.937757, -2.367406], [0.824431, 6.720950, -1.869096], [1.832556, 2.966931, -0.401094], [2.947464, 3.847736, -1.469977], [2.349885, 3.845254, -3.979944], [1.492672, 2.490962, -5.847659], [0.179092, 0.440599, -5.350830], [-0.192121, -0.246102, -3.040204]], "atomic_forces_ev_per_a": [[0.6053, 0.3763, -0.5524], [-0.0225, 0.0088, -0.0118], [0.0584, 0.0142, -0.0057], [-0.0523, -0.0928, -0.0135], [0.0161, -0.0021, -0.0208], [-0.0085, 0.0077, 0.0157], [-0.0539, -0.0282, -0.0117], [-0.0024, 0.0054, 0.0553], [-0.0264, 0.0412, -0.0634], [0.0335, 0.1013, -0.0531], [-0.1477, 0.1025, -0.1524], [0.0820, -0.1267, 0.0769], [0.0332, 0.1210, 0.1087], [0.0389, 0.0212, -0.2546], [-0.0656, 0.0372, 0.0984], [-0.0128, 0.0446, -0.0231], [-0.0073, 0.1438, -0.1188], [-0.3376, -0.5198, 0.4282], [-0.0019, -0.0158, -0.0035], [0.0023, 0.0050, 0.0197], [0.0148, 0.0155, -0.0226], [-0.0626, -0.0249, -0.0781], [-0.0153, 0.0196, 0.0272], [-0.0041, 0.0004, 0.0013], [0.0110, -0.0016, 0.0156], [0.0110, -0.0043, 0.0084], [-0.0353, 0.0217, 0.0048], [0.0457, 0.0316, 0.0134], [-0.0037, -0.0661, 0.0358], [0.0024, -0.0018, 0.0577], [-0.0189, 0.0178, 0.0007], [0.0669, 0.0125, -0.0246], [-0.0077, -0.0395, -0.0193], [-0.0057, 0.0074, -0.0203], [-0.0004, 0.0256, 0.0283], [-0.2374, -0.1477, 0.0185], [0.0964, 0.0921, -0.0024], [-0.1207, -0.0211, -0.0665], [0.0182, -0.0267, 0.0094], [0.0010, 0.0621, 0.0331], [-0.0158, 0.0073, -0.0063], [0.0882, -0.0280, 0.0814], [-0.0046, -0.0763, -0.0264], [0.0020, 0.0213, -0.0190], [0.0106, 0.0221, 0.1098], [0.0175, -0.0665, 0.0093], [-0.0689, -0.0722, -0.0243], [0.0107, -0.0099, 0.0075], [0.0104, 0.0018, 0.0048], [0.0637, -0.0182, 0.0512], [0.0063, 0.0004, 0.0173], [0.0317, -0.0046, -0.0022], [0.0519, -0.0083, 0.0378], [-0.0833, 0.0390, 0.0346], [-0.0213, 0.0365, 0.0084], [0.0959, -0.2060, 0.1283], [0.1375, -0.0595, 0.0344], [0.0152, 0.0758, -0.0572], [0.0290, -0.0320, 0.0305], [-0.0275, 0.0154, 0.0177], [-0.0110, -0.0056, -0.0232], [-0.0144, 0.0020, 0.0356], [0.0051, -0.0080, -0.0133], [0.0045, 0.0086, 0.0010], [-0.0016, 0.0781, -0.0634], [0.0387, -0.0205, 0.0243], [0.0005, 0.0117, -0.0034], [-0.0227, 0.0003, -0.0175], [0.0750, 0.0289, 0.0180], [-0.4203, -0.0318, 0.0381], [-0.0333, -0.0273, 0.0202], [-0.0035, 0.0532, -0.0656], [0.0483, -0.0128, 0.0229], [0.0481, 0.0100, 0.0007], [-0.0394, 0.0105, -0.0044], [0.2194, 0.0631, 0.0024], [0.0042, -0.0958, -0.0042], [0.0073, 0.0025, -0.1204], [0.0385, -0.0423, 0.0078], [-0.0032, -0.0039, -0.0053], [-0.0810, 0.0989, 0.0752], [0.0317, -0.0073, 0.0123], [-0.0142, -0.0030, 0.0417], [0.0093, 0.0060, 0.0063], [-0.0014, 0.0106, 0.0387], [-0.0172, -0.0616, 0.0043], [-0.0096, -0.0056, 0.0595], [-0.0322, 0.0017, -0.0445], [-0.0226, 0.0469, -0.0297], [-0.0555, -0.0218, 0.0198], [0.0082, -0.0178, -0.0225], [0.0009, 0.0044, 0.0120], [-0.0128, -0.0021, -0.0176], [0.0809, 0.0400, 0.0141], [-0.0067, 0.0269, -0.0074], [-0.0342, 0.0453, 0.0085], [-0.0006, -0.0104, -0.0026], [0.0160, -0.0116, 0.0019], [-0.0349, -0.0159, 0.0036]], "mulliken_charge": [-1.027, -1.506, 0.092, 1.045, -0.659, -1.223, -0.429, 0.569, -0.760, -0.934, -1.259, 0.839, -0.447, -0.207, -0.839, -1.222, -0.361, 0.841, 0.439, 0.391, 0.293, 0.226, -0.152, 0.504, 0.389, 0.446, 0.297, 0.543, -0.039, 0.441, 0.458, 0.671, 0.539, 0.449, 0.473, -1.742, -0.158, 0.451, -0.802, 0.497, -1.110, -0.678, -0.207, -0.561, 0.852, 0.750, 0.002, 0.535, 0.525, 1.218, -0.395, 0.405, 0.011, 0.232, -0.926, 0.240, -0.590, 1.243, 0.451, -0.644, -0.054, 0.257, -0.617, 0.414, 0.306, 0.359, 0.237, -0.827, -0.471, 0.164, 0.358, -0.038, 0.334, 0.368, 0.389, -0.383, -0.860, 0.166, -0.993, 0.787, 0.334, -0.356, -1.124, -0.770, -0.619, 1.190, 0.549, 0.008, 0.349, 0.403, 0.481, 0.346, 0.359, -1.885, 0.829, 0.567, 0.360, 0.479, 0.124]}

---

What electronic energy values result from the calculations? In sequence: -682.79857, -4281.27001 a.u..